Entry 1:
Below is 3 unconnected molecules or ions with the total composition C5H14NO4, with properties calculated with wB97M-V/def2-TZVPD.

```
! wB97M-V def2-TZVPD RIJCOSX def2/J DEFGRID3
* xyz -1 1
C -0.2872 2.8282 -0.3411
C -0.6062 1.4781 0.2885
N 0.5413 0.5814 0.2422
C 1.4912 -1.4520 1.1854
C 0.2242 -0.7820 0.6867
C -0.3231 -1.6709 -0.5014
O -0.1939 -1.1897 -1.6565
O -0.8137 -2.7425 -0.1307
H 0.7730 2.8898 -0.5102
H -0.5491 3.6680 0.2943
H -0.7457 2.8924 -1.3150
H -0.9046 1.5741 1.3413
H -1.4863 1.0502 -0.2313
H 0.8451 0.4596 -0.7285
H 1.2843 -2.4922 1.4451
H 2.2098 -1.5454 0.3671
H 1.9033 -1.0868 2.1229
H -0.5999 -0.7685 1.4071
H -1.6044 0.6793 -2.4485
H -0.5907 0.0284 -3.2775
O -1.2768 0.7104 -3.3540
H 0.3790 0.4897 3.4790
H 1.3015 1.0448 2.3742
O 1.0971 1.1203 3.3210
*
```

## Properties
Energy above the lowest of the compared OMol25 structures with the same formula, charge and spin ... 0.528 eV
DFT total energy ... -554.70866 Ha

Entry 2:
Below is a gas-phase ion, C5H12N4 (charge +2), with properties calculated with wB97M-V/def2-TZVPD.

```
! wB97M-V def2-TZVPD RIJCOSX def2/J DEFGRID3
* xyz 2 1
C 0.0711 2.6686 0.4444
C -0.1728 1.2437 0.5647
N 0.4425 0.5153 -0.3654
C 0.2633 -0.7898 -0.4539
N 1.0215 -1.6571 -1.2022
N 2.4053 -1.5193 -1.5711
N -0.9108 -1.2910 -0.0461
C -1.9565 -0.4260 0.6744
C -1.1945 0.6209 1.4538
H 0.7034 2.8857 -0.3704
H -0.8664 3.1503 0.5574
H 0.5936 2.8442 1.3271
H 0.6394 -2.5565 -1.2076
H 2.4479 -0.4871 -1.7538
H 2.5635 -2.1629 -2.3887
H 3.0315 -1.7517 -0.7413
H -1.4334 -2.1050 -0.3171
H -2.5318 -1.0247 1.3224
H -2.5808 0.1279 -0.0209
H -1.8850 1.3885 1.7175
H -0.6508 0.3260 2.3768
*
```

## Properties
Structure (SMILES) ... CC1=N/C(=[NH+]\[NH3+])NCC1
Energy above the lowest of the compared OMol25 structures with the same formula, charge and spin ... 1.104 eV
DFT total energy ... -416.04299 Ha

Entry 3:
Below is a single C5H8O2 molecule, with properties calculated with wB97M-V/def2-TZVPD.

```
! wB97M-V def2-TZVPD RIJCOSX def2/J DEFGRID3
* xyz 0 1
O 0.5147 -2.5269 0.4052
C -0.2521 -1.6475 0.7341
C -1.0011 -0.7981 -0.2610
C 0.1071 0.2219 -0.4910
O 1.0957 -0.2615 -1.3455
C -0.0324 1.6986 -0.4781
C 0.5447 1.0216 0.7358
H -0.2723 -1.2648 1.7722
H -1.9108 -0.3516 0.1522
H -1.2281 -1.3632 -1.1708
H 1.2516 -1.1920 -1.1106
H -1.0205 2.1385 -0.3931
H 0.6679 2.2239 -1.1175
H 1.6096 1.0788 0.9350
H -0.0740 1.0224 1.6331
*
```

## Properties
Structure (SMILES) ... O=CCC1(O)CC1
Energy above the lowest of the compared OMol25 structures with the same formula, charge and spin ... 1.706 eV
DFT total energy ... -345.74225 Ha

Entry 4:
Below is a gas-phase ion, C16H32IN4 (charge +1), with properties calculated with wB97M-V/def2-TZVPD.

```
! wB97M-V def2-TZVPD RIJCOSX def2/J DEFGRID3
* xyz 1 1
C 5.6412 -1.6157 1.3990
C 5.2434 -1.9602 -0.1131
C 4.1269 -0.9962 -0.7154
C 4.6046 0.5207 -0.9056
C 3.8154 1.5653 0.0162
C 2.2426 1.6294 -0.3280
C 1.3362 1.9178 0.9688
C 0.1098 2.9005 0.6926
C -1.2883 2.1787 0.4621
C -1.7537 1.2264 1.6523
C -3.3504 1.1070 1.6908
C -3.8973 -0.3652 1.9385
C -3.6767 -1.3800 0.7317
C -4.8772 -1.3662 -0.3537
C -4.4386 -2.0253 -1.7563
N -3.1367 -1.5252 -2.2742
N -2.0856 -2.3080 -2.6466
N -1.0493 -1.5861 -3.0459
N -1.2849 -0.2639 -2.9870
C -2.6389 -0.2256 -2.5166
I -3.7719 1.6028 -2.2290
H 6.5477 -0.9261 1.4784
H 4.7338 -1.1735 1.9218
H 5.8871 -2.5888 1.9274
H 4.8099 -3.0200 -0.1281
H 6.2015 -1.9962 -0.7193
H 3.7239 -1.3959 -1.7053
H 3.2580 -1.0090 0.0223
H 5.7140 0.5424 -0.6229
H 4.4631 0.8385 -1.9902
H 4.2442 2.5985 -0.2272
H 4.0165 1.4101 1.1274
H 1.9323 0.6166 -0.7491
H 2.1292 2.4084 -1.1401
H 2.0263 2.4628 1.7043
H 1.0445 0.9509 1.4782
H 0.3521 3.4482 -0.2844
H 0.0678 3.6916 1.5181
H -1.2229 1.5571 -0.4915
H -2.0728 3.0105 0.3815
H -1.2761 0.2011 1.6165
H -1.4387 1.7234 2.6312
H -3.7083 1.7346 2.5796
H -3.8285 1.5646 0.7711
H -3.3980 -0.7994 2.8582
H -5.0221 -0.2996 2.1457
H -2.6523 -1.3089 0.2387
H -3.7203 -2.4313 1.1875
H -5.3539 -0.3504 -0.4801
H -5.6850 -2.0685 0.0519
H -5.2527 -1.9354 -2.5536
H -4.3122 -3.1486 -1.5894
H -2.0787 -3.3388 -2.6392
*
```

## Properties
Structure (SMILES) ... CCCCCCCCCCCCCCCN1NN=[N+]=C1I
Energy above the lowest of the compared OMol25 structures with the same formula, charge and spin ... 1.972 eV
DFT total energy ... -1145.13042 Ha

Max |F| / Eh/bohr: 0.0283 0.0648 0.0096 0.1050